Entry from the Open Molecules 2025 dataset: a structure of composition C27H23CrO9S5 in a non-equilibrium geometry (ωB97M-V with the def2-TZVPD basis set).

Last column: Mulliken charge in e.
Cartesian coordinates (Å):
1 Cr 1.122 -0.330 0.586  1.07
2 O -1.079 3.142 1.957  -0.78
3 S -1.081 1.682 1.921  1.40
4 O -2.349 1.038 1.658  -0.69
5 O 0.031 1.305 1.072  -0.71
6 C -0.752 1.212 3.635  -0.19
7 C -0.561 2.292 4.464  -0.45
8 C -0.423 2.135 5.844  -0.68
9 C -0.591 0.888 6.382  -0.64
10 C -0.642 -0.219 5.537  -0.38
11 C -0.732 -0.087 4.184  -0.33
12 S -0.661 -1.595 3.192  1.47
13 O -1.971 -1.752 2.562  -0.75
14 O -0.383 -2.650 4.148  -0.85
15 O 0.472 -1.375 2.297  -0.56
16 H -0.643 3.280 4.025  0.50
17 H -0.340 2.988 6.470  0.41
18 H -0.519 0.753 7.448  0.35
19 H -0.622 -1.250 5.915  0.44
20 S 3.109 0.515 1.485  -0.58
21 C 3.871 1.247 0.067  0.30
22 C 5.143 1.837 0.202  -0.78
23 C 5.788 2.438 -0.872  -0.36
24 C 5.184 2.466 -2.138  -0.75
25 C 3.944 1.876 -2.254  -0.57
26 C 3.248 1.300 -1.181  0.40
27 S 1.640 0.653 -1.436  -0.10
28 H 5.574 1.912 1.219  0.29
29 H 6.698 2.908 -0.589  0.33
30 H 5.650 2.934 -2.961  0.39
31 H 3.422 1.936 -3.210  0.32
32 C -2.601 -2.137 -0.230  -2.07
33 C -1.115 -2.042 -0.212  1.14
34 O -0.646 -0.903 -0.169  1.36
35 C -0.280 -3.256 -0.303  0.64
36 C -0.919 -4.467 -0.564  -0.87
37 C -0.224 -5.651 -0.534  -0.77
38 C 1.211 -5.593 -0.427  -0.38
39 C 1.862 -4.374 -0.308  -0.78
40 C 1.134 -3.173 -0.226  0.60
41 O 1.828 -2.083 -0.068  -0.63
42 H -2.923 -1.082 -0.092  0.25
43 H -2.941 -2.708 0.681  0.46
44 H -2.993 -2.578 -1.123  0.48
45 H -1.997 -4.528 -0.643  0.30
46 H -0.763 -6.632 -0.613  0.30
47 H 1.738 -6.560 -0.445  0.31
48 H 2.938 -4.306 -0.188  0.43
49 C -0.924 -0.747 -3.491  0.60
50 S -2.540 -0.187 -4.207  0.36
51 O -2.327 -0.249 -5.680  -0.68
52 C -2.578 1.438 -3.535  0.27
53 C -3.017 2.478 -4.335  -0.50
54 C -2.921 3.774 -3.869  -0.43
55 C -2.422 4.020 -2.590  -0.60
56 C -2.045 2.969 -1.762  -0.76
57 C -2.089 1.667 -2.245  0.02
58 H -0.146 -0.092 -3.849  0.42
59 H -0.771 -1.790 -3.741  0.37
60 H -0.876 -0.631 -2.435  -1.22
61 H -3.246 2.249 -5.367  0.39
62 H -3.236 4.660 -4.446  0.30
63 H -2.360 5.033 -2.179  0.34
64 H -1.621 3.146 -0.791  0.45
65 H -1.738 0.855 -1.643  0.38

For the highest occupied orbital energy (spin up / spin down), the calculation gives -1.76 / -1.98 eV. The total energy comes out at -4755.4520 Eh. The multiplicity is 4. Its net charge is -2. For the energy above the lowest of the compared OMol25 structures with the same formula, charge and spin, the calculation gives 10.3 kcal/mol. The calculation puts the HOMO-LUMO gap (spin up / spin down) at 6.1 / 6.3 eV.

***

Entry from the Open Molecules 2025 dataset: a cluster of 2 separate species, C3H6N in total in a non-equilibrium geometry (ωB97M-V with the def2-TZVPD basis set).

Last column: Mulliken charge in e.
Cartesian coordinates (Å):
1 C -1.120 -0.180 -0.336  -0.45
2 C 0.024 -0.752 0.526  -0.15
3 C -0.001 0.652 0.249  -0.06
4 N 1.086 -0.107 -0.294  -0.23
5 H -0.988 -0.225 -1.475  0.22
6 H -2.121 0.181 0.154  0.27
7 H 0.307 -1.328 1.396  0.35
8 H -0.263 2.239 0.984  0.43
9 H 2.034 0.020 0.108  0.32
10 H 1.041 -0.501 -1.311  0.31

For the highest occupied orbital energy, the calculation gives -16.37 eV. The total energy comes out at -172.1737 Eh. Its net charge is +1. For the energy above the lowest of the compared OMol25 structures with the same formula, charge and spin, the calculation gives 116.0 kcal/mol. The calculation puts the HOMO-LUMO gap at 11.1 eV.

***

Entry from the Open Molecules 2025 dataset: a cluster of 2 separate species, CH6O4Si in total in a non-equilibrium geometry (ωB97M-V with the def2-TZVPD basis set).

Last column: Mulliken charge in e.
Cartesian coordinates (Å):
1 O -1.890 2.152 -0.303  -0.50
2 C -1.553 2.366 0.802  0.70
3 O -2.184 3.329 1.487  -0.46
4 O -0.802 1.626 1.596  -0.46
5 H -1.874 3.277 2.403  0.33
6 H -0.150 1.067 1.080  0.45
7 O 0.294 -0.149 -0.317  -0.46
8 Si 0.809 -1.697 -0.673  0.32
9 H 0.044 0.299 -1.058  0.31
10 H 2.190 -1.405 -0.971  -0.08
11 H 0.214 -1.764 -2.010  -0.09
12 H 0.336 -2.336 0.626  -0.07

For the highest occupied orbital energy, the calculation gives -10.84 eV. The SMILES is O=C(O)O.O[SiH3]. The total energy comes out at -632.1733 Eh. For the energy above the lowest of the compared OMol25 structures with the same formula, charge and spin, the calculation gives 31.4 kcal/mol. The calculation puts the HOMO-LUMO gap at 11.1 eV.

***

Entry from the Open Molecules 2025 dataset: a cluster of 11 separate species, C36H64Cl20N4O6 in total in a non-equilibrium geometry (ωB97M-V with the def2-TZVPD basis set).

Last column: Mulliken charge in e.
Cartesian coordinates (Å):
1 C 4.942 0.874 2.234  -0.30
2 C 4.356 2.004 1.245  0.82
3 C 2.929 2.610 1.676  0.23
4 C 1.791 1.467 1.984  0.62
5 N 0.583 1.582 1.106  0.01
6 C 0.702 0.825 -0.170  0.52
7 C 0.264 1.880 -1.338  0.30
8 N -0.382 2.426 -2.213  -0.79
9 O 2.104 0.465 -0.513  -0.10
10 N 2.185 0.643 -1.869  0.00
11 O 2.847 -0.249 -2.314  -0.30
12 C -0.281 -0.464 -0.082  1.43
13 C -0.915 -0.458 1.424  -0.09
14 N -1.081 -0.759 2.592  -0.74
15 C -1.595 -0.336 -1.055  -1.05
16 C -2.713 0.663 -0.496  0.30
17 O -3.933 0.313 -0.662  -0.48
18 O -2.493 1.927 0.128  -0.31
19 C -3.381 2.156 1.236  0.59
20 C -3.787 1.078 2.348  0.00
21 O -3.851 3.332 1.347  -0.60
22 O 0.320 -1.718 -0.443  -0.57
23 C 1.107 -2.325 0.617  1.09
24 C 0.322 -3.558 1.370  -0.32
25 C 1.146 -4.140 2.656  -0.19
26 C 0.657 -3.327 3.969  -0.44
27 H 6.058 0.648 2.080  0.12
28 H 4.388 -0.113 1.960  -0.03
29 H 4.677 1.052 3.350  0.07
30 H 5.162 2.843 1.199  -0.71
31 H 4.362 1.537 0.180  -0.06
32 H 3.122 3.282 2.598  -0.45
33 H 2.601 3.329 0.829  0.08
34 H 1.428 1.712 3.061  0.46
35 H 2.236 0.409 2.053  -0.92
36 H 0.525 2.600 0.882  0.49
37 H -2.071 -1.396 -1.017  0.14
38 H -1.310 -0.178 -2.157  0.49
39 H -4.930 1.138 2.464  0.26
40 H -3.303 1.245 3.371  0.33
41 H -3.552 -0.012 2.023  -0.52
42 H 1.587 -1.584 1.358  0.00
43 H 2.012 -2.841 0.085  -0.48
44 H 0.245 -4.400 0.585  0.33
45 H -0.718 -3.209 1.695  0.14
46 H 2.277 -4.123 2.516  -0.01
47 H 0.767 -5.227 2.808  0.30
48 H 0.929 -3.929 4.912  0.39
49 H 1.182 -2.311 4.033  -0.31
50 H -0.493 -3.172 3.978  0.21
51 Cl 6.828 -2.365 -0.093  -0.14
52 C 5.940 -3.668 -0.918  -0.61
53 C 4.440 -3.481 -0.807  -0.27
54 Cl 3.855 -3.722 0.859  -0.27
55 H 6.260 -4.622 -0.495  0.35
56 H 6.242 -3.644 -1.967  0.34
57 H 3.926 -4.215 -1.432  0.36
58 H 4.136 -2.484 -1.135  0.14
59 Cl 4.554 5.703 -0.092  -0.15
60 C 6.273 6.171 -0.106  -0.52
61 C 7.190 4.991 0.148  -0.52
62 Cl 7.060 4.387 1.818  -0.20
63 H 6.415 6.958 0.636  0.31
64 H 6.477 6.594 -1.093  0.33
65 H 8.229 5.291 0.000  0.42
66 H 6.976 4.162 -0.530  0.34
67 Cl -0.909 -3.112 -5.050  -0.19
68 C -2.565 -2.548 -5.387  -0.40
69 C -3.129 -1.707 -4.257  0.05
70 Cl -3.438 -2.670 -2.792  -0.16
71 H -3.187 -3.423 -5.583  0.30
72 H -2.516 -1.954 -6.301  0.22
73 H -4.086 -1.276 -4.560  0.02
74 H -2.457 -0.889 -3.991  0.27
75 Cl -4.383 -4.587 1.186  -0.21
76 C -5.761 -3.510 0.844  -0.54
77 C -5.397 -2.047 1.001  0.79
78 Cl -5.091 -1.608 2.701  -0.20
79 H -6.583 -3.793 1.504  0.40
80 H -6.068 -3.707 -0.186  0.34
81 H -6.223 -1.421 0.656  -0.02
82 H -4.510 -1.790 0.419  -0.49
83 Cl -4.548 -0.552 -7.195  -0.15
84 C -6.110 0.269 -7.420  -0.26
85 C -6.263 1.464 -6.500  -0.60
86 Cl -6.417 0.980 -4.793  -0.10
87 H -6.904 -0.464 -7.264  0.04
88 H -6.149 0.595 -8.462  0.37
89 H -7.169 2.016 -6.758  0.33
90 H -5.414 2.146 -6.583  0.33
91 Cl 8.395 1.560 0.723  -0.10
92 C 9.061 0.248 -0.279  -0.43
93 C 10.144 0.736 -1.221  -0.47
94 Cl 9.497 1.791 -2.502  -0.20
95 H 8.233 -0.212 -0.822  0.15
96 H 9.473 -0.496 0.406  0.39
97 H 10.613 -0.116 -1.719  0.33
98 H 10.921 1.287 -0.687  0.32
99 Cl -6.969 0.189 -1.486  -0.05
100 C -8.628 0.750 -1.810  -0.54
101 C -9.182 1.584 -0.672  -0.47
102 Cl -9.475 0.613 0.792  -0.20
103 H -9.249 -0.126 -2.006  0.31
104 H -8.586 1.348 -2.723  0.26
105 H -10.141 2.017 -0.963  0.36
106 H -8.507 2.401 -0.408  0.32
107 Cl 2.855 -0.699 4.680  -0.03
108 C 2.615 -1.075 6.404  -0.60
109 C 2.564 0.175 7.260  -0.45
110 Cl 4.145 0.991 7.350  -0.21
111 H 3.416 -1.745 6.719  0.35
112 H 1.669 -1.616 6.480  0.30
113 H 2.285 -0.088 8.283  0.38
114 H 1.832 0.891 6.881  0.30
115 Cl -8.568 -2.696 -5.885  -0.17
116 C -7.916 -4.031 -6.867  -0.42
117 C -6.817 -3.569 -7.803  -0.14
118 Cl -7.438 -2.517 -9.101  -0.18
119 H -8.745 -4.485 -7.414  0.33
120 H -7.521 -4.773 -6.170  0.29
121 H -6.356 -4.431 -8.289  0.36
122 H -6.038 -3.022 -7.268  -0.05
123 Cl 2.521 4.052 4.677  -0.15
124 C 3.374 4.672 6.113  -0.30
125 C 2.665 5.861 6.731  -0.47
126 Cl 2.742 7.305 5.692  -0.19
127 H 4.395 4.922 5.818  0.30
128 H 3.419 3.852 6.832  0.11
129 H 3.142 6.126 7.677  0.35
130 H 1.614 5.642 6.930  0.31

For the highest occupied orbital energy, the calculation gives -9.55 eV. The SMILES is CCCCN[C@@](C#N)(ON=O)[C@@](C#N)(CC(=O)OC(C)=O)OCCCC.ClCCCl.ClCCCl.ClCCCl.ClCCCl.ClCCCl.ClCCCl.ClCCCl.ClCCCl.ClCCCl.ClCCCl. The total energy comes out at -11284.1206 Eh. The calculation puts the HOMO-LUMO gap at 9.0 eV.

***

Number 4 is which compound?
C36H64Cl20N4O6